[1]
Formula: CH3BrOS
Source: the Open Molecules 2025 dataset
Level of theory: ωB97M-V/def2-TZVPD

```
! RIJCOSX wB97M-V def2-TZVPD def2/J DEFGRID3
* xyz 0 1
Br 2.045 0.967 -0.054
H -0.829 0.890 -0.979
C -1.129 0.435 0.031
O 1.169 -1.865 -0.493
H -0.991 1.024 0.886
H -1.359 -0.587 0.093
S 1.094 -0.864 0.515
*
```

* E_LUMO (spin up / spin down): -0.959 / -0.281 eV
* E_HOMO (spin up / spin down): -8.90 / -8.71 eV
* total energy: -3087.22941 Eh
* ΔE to the lowest compared entry with this formula, charge and spin: 219.7 kJ/mol
* Kohn-Sham gap (spin up / spin down): 7.9386 / 8.4286 eV

---

[2]
Formula: C38H45As2BrF4IN4P2SeV
Source: the Open Molecules 2025 dataset
Level of theory: ωB97M-V/def2-TZVPD

```
! RIJCOSX wB97M-V def2-TZVPD def2/J DEFGRID3
* xyz -1 2
H 0.861 -1.703 5.145
C 3.340 -1.669 -2.111
C 0.892 -0.283 -2.893
C 0.733 4.795 0.549
H -3.709 -3.130 0.789
H -5.927 -4.065 1.381
F 4.145 5.774 -0.305
H 1.406 1.751 -3.342
C -2.628 -4.735 1.669
H 3.407 -0.471 2.055
H 3.028 -2.714 -2.059
C 0.466 1.174 3.881
C 3.158 1.117 -1.449
H -2.096 -3.680 -3.186
H -3.487 2.109 -2.957
H 2.589 2.045 -1.438
C -3.323 2.596 -1.997
C -1.894 0.717 -1.230
H -1.487 -0.618 4.775
H -1.319 -2.134 -4.670
N -2.160 3.544 2.242
As 0.154 -2.969 -2.118
H 3.836 1.139 -0.588
H -1.876 -4.395 -1.580
H -2.952 2.072 0.049
H 3.752 1.067 -2.369
N 5.488 8.546 -0.600
H 2.255 -0.865 4.435
As 2.006 -0.448 -1.318
H 1.078 -3.552 3.634
H -1.641 -1.911 3.542
C -3.122 1.551 -0.898
C -5.106 -5.799 2.339
H 1.444 1.593 3.641
H -2.022 0.223 -2.202
H 4.297 -1.552 -1.592
F -1.210 6.158 0.627
I -0.723 -3.689 1.327
C 0.828 0.885 -3.642
C 0.029 3.605 0.940
H 0.152 -4.098 -4.458
H -0.038 1.876 -5.337
H 0.541 -5.272 -3.189
H -2.094 -0.249 3.130
C -1.194 3.619 1.615
C -0.740 -0.135 -5.135
H -4.513 0.058 -1.638
H 0.348 1.100 4.964
C -2.723 -5.940 2.350
C 2.374 9.632 -0.598
H -5.240 1.298 -0.607
C 3.631 -1.502 1.752
C -0.705 -1.290 -4.373
H -2.333 -2.699 -1.715
N 1.986 10.709 -0.745
C -5.027 -4.597 1.651
C 0.015 0.962 -4.760
H 3.474 -1.387 -3.159
C 2.819 5.914 -0.062
N 0.741 1.187 0.680
V 0.860 -0.623 0.854
F 2.784 3.607 0.399
F 0.123 8.336 -0.071
H 2.814 -4.177 0.133
C 2.111 4.788 0.283
H -1.366 -0.086 -6.018
C 0.817 7.182 0.052
C -4.363 0.675 -0.752
C 4.342 8.414 -0.537
C 2.752 -4.121 1.223
P 0.273 -0.468 3.095
C -3.794 -4.069 1.317
C -1.405 -0.863 3.714
H 4.055 -1.486 0.743
H 4.362 -1.937 2.440
H -4.188 3.218 -1.776
H 2.770 -3.144 3.934
H 3.742 -4.253 1.658
P 2.056 -2.474 1.692
C 0.120 6.052 0.412
C 1.380 -1.486 4.205
H -4.248 0.016 0.111
C 2.950 8.368 -0.444
C -1.740 -3.490 -2.175
Se -1.498 -0.721 0.069
H -2.457 3.248 -2.079
Br -1.150 -6.878 2.835
H -6.065 -6.206 2.619
C -3.952 -6.483 2.682
C 0.488 2.331 0.781
C 0.107 -1.381 -3.253
H 1.783 -4.155 -3.768
C 0.720 -4.253 -3.541
C 2.216 7.189 -0.170
H -4.001 -7.427 3.205
H -1.001 1.347 -1.267
H 2.093 -4.918 1.570
C 1.830 -2.767 3.512
H -0.306 1.829 3.473
*
```

* E_LUMO (spin up / spin down): 1.073 / 0.952 eV
* E_HOMO (spin up / spin down): -3.53 / -3.52 eV
* total energy: -13464.86850 Eh
* ΔE to the lowest compared entry with this formula, charge and spin: 114.8 kJ/mol
* expectation value of S²: 0.845
* Kohn-Sham gap (spin up / spin down): 4.5992 / 4.4723 eV

---

[3]
Formula: C5H8N2O2
Source: the Open Molecules 2025 dataset
Level of theory: ωB97M-V/def2-TZVPD

```
! RIJCOSX wB97M-V def2-TZVPD def2/J DEFGRID3
* xyz 0 1
H 0.140 1.603 -0.930
O 0.289 1.337 4.210
H 0.067 2.200 4.558
C 0.947 -1.276 -1.652
N 1.188 0.819 -2.436
O -0.982 1.515 2.439
C -0.199 0.931 3.055
H -1.775 -0.659 0.277
H 0.161 -0.028 2.692
N -0.107 -0.556 -1.088
H -1.048 0.937 -2.103
C -1.084 -1.173 -0.355
H 0.969 -2.275 -1.728
C -0.029 0.802 -1.584
H -1.148 -2.236 -0.229
H 2.571 -0.673 -3.035
C 1.673 -0.384 -2.497
*
```

* E_LUMO (spin up / spin down): 0.205 / 0.370 eV
* E_HOMO (spin up / spin down): -7.06 / -7.00 eV
* total energy: -455.19606 Eh
* ΔE to the lowest compared entry with this formula, charge and spin: 426.4 kJ/mol
* Kohn-Sham gap (spin up / spin down): 7.2691 / 7.3718 eV